9
Properties=species:S:1:pos:R:3 method="wB97M-V/def2-TZVPD" charge=+1 homo_lumo_gap_ev=6.754 e_above_lowest_kcal_mol=86.59 max_force_ha_per_bohr=0.058 lumo_energy_ha=-0.2909
H 0.425 1.802 -0.062
H 0.109 -1.292 -0.179
N 2.128 0.445 0.012
C 0.932 0.805 -0.108
C -0.293 -0.260 -0.100
C -1.651 -0.397 0.105
O 3.204 0.042 0.050
H -1.637 -1.511 0.302
Cl -3.216 0.364 -0.019

21
Properties=species:S:1:pos:R:3 method="wB97M-V/def2-TZVPD" homo_lumo_gap_ev=9.436 e_above_lowest_kcal_mol=90.32 max_force_ha_per_bohr=0.082 lumo_energy_ha=0.0206
O -2.014 1.976 0.474
H -0.076 -1.633 2.201
H 0.661 2.406 -2.114
H -1.666 -1.336 -0.012
C 0.198 -0.219 0.153
H 0.661 -1.457 -1.682
H -1.779 -0.084 1.373
N -0.188 0.835 -0.807
O 2.267 -0.987 -0.346
H 0.888 0.021 0.973
H -1.128 1.911 0.844
H -1.768 1.978 -0.484
H 0.693 -2.427 -0.307
H 1.938 1.736 -1.331
O -0.880 -1.822 1.729
C 0.920 -1.343 -0.655
H 0.879 2.603 -0.319
C -1.143 -0.698 0.736
H 2.868 -1.297 -1.120
C 0.811 1.920 -1.169
H -0.557 0.429 -1.622

8
Properties=species:S:1:pos:R:3 method="wB97M-V/def2-TZVPD" homo_lumo_gap_ev="8.398 / 7.980" e_above_lowest_kcal_mol=14.89 max_force_ha_per_bohr=0.089 lumo_energy_ha="-0.0126 / -0.0350" spin_multiplicity=2 s_squared=0.7603
H -1.277 -1.460 0.625
F 2.270 -0.492 0.581
C -0.580 -0.833 0.071
Na 2.387 1.507 0.088
O 0.026 1.397 -0.299
H -1.921 0.848 -0.090
H -0.036 -1.494 -0.801
C -0.868 0.528 -0.175

15
Properties=species:S:1:pos:R:3 method="wB97M-V/def2-TZVPD" charge=+1 homo_lumo_gap_ev="8.502 / 4.317" e_above_lowest_kcal_mol=55.11 max_force_ha_per_bohr=0.100 lumo_energy_ha="-0.1952 / -0.3490" spin_multiplicity=2 s_squared=0.7574
H 1.676 -2.214 -2.755
H -0.194 -2.056 -2.728
C 0.755 -1.919 -2.214
H 0.564 -2.739 -1.436
C -0.733 1.361 2.072
H -2.529 1.663 3.117
O 0.040 1.535 3.201
H 0.839 1.080 2.976
H -2.710 1.057 1.454
C 1.080 -0.274 -1.908
H 2.194 -0.008 -1.989
H 0.418 0.456 -2.339
H -0.249 1.004 1.187
H 0.906 -0.236 -0.820
C -2.057 1.291 2.183

17
Properties=species:S:1:pos:R:3 method="wB97M-V/def2-TZVPD" homo_lumo_gap_ev=9.552 e_above_lowest_kcal_mol=120.51 max_force_ha_per_bohr=0.099 lumo_energy_ha=0.0355
H -0.360 2.901 0.041
N -1.542 -0.866 1.328
O 0.735 0.076 -1.590
C 0.790 -1.395 0.672
C -0.472 1.893 -0.396
H 0.577 1.078 1.601
H -2.038 -1.620 0.654
H 1.796 -0.967 0.993
H -0.202 -1.914 -1.156
H 1.517 1.753 -0.907
C 0.303 -0.998 -0.717
H -1.260 1.628 -1.063
H 0.346 -2.405 0.904
H -1.440 -1.311 2.415
C -0.443 -0.476 0.474
C 0.726 1.156 -0.698
C 0.092 0.872 0.656

116
Properties=species:S:1:pos:R:3 method="wB97M-V/def2-TZVPD" charge=-1 homo_lumo_gap_ev="5.306 / 5.433" max_force_ha_per_bohr=0.039 lumo_energy_ha="0.0896 / 0.0780" spin_multiplicity=2 s_squared=0.7610
C -9.905 -15.170 19.336
C -5.213 -10.989 22.532
H -0.845 -13.650 13.352
C -4.294 -14.404 21.402
H -4.457 -13.114 12.486
H -1.458 -16.258 14.700
H 0.400 -9.760 20.689
H -3.422 -16.318 21.181
C -5.562 -11.729 21.241
H -2.391 -8.079 19.308
H -12.969 -17.903 19.630
H -3.248 -6.577 19.111
C 0.049 -11.073 14.675
H -0.178 -12.674 16.084
H -2.327 -15.005 20.690
P -4.373 -12.853 20.418
C -1.661 -9.416 14.791
H 0.949 -11.499 14.276
H -11.280 -13.464 19.170
C -4.653 -15.708 15.130
C -2.087 -14.739 16.024
C -4.638 -16.170 16.597
H -1.605 -6.999 15.858
C -1.740 -13.516 12.782
C -3.253 -7.612 18.834
H -1.649 -6.140 17.367
C -9.502 -17.908 19.545
C -2.907 -14.406 13.169
H -6.406 -17.169 18.573
H -3.994 -8.804 13.695
H -2.079 -8.473 14.517
C -10.216 -13.704 19.179
H -2.925 -13.859 23.043
H -4.832 -11.696 23.286
C -2.008 -11.800 19.359
H -6.113 -10.556 22.947
H -4.638 -15.307 17.258
H -5.515 -16.782 16.773
H -11.976 -15.621 19.611
C -0.399 -16.393 16.555
C -0.854 -11.005 19.423
H -0.718 -14.155 19.095
C -10.817 -17.421 19.619
H -5.305 -17.608 14.510
H -0.303 -10.742 18.531
H -3.930 -6.995 16.930
H -6.412 -12.383 21.457
H -7.093 -18.750 19.173
C -11.977 -18.396 19.708
C -0.570 -11.740 15.730
H -9.868 -13.385 18.177
C -6.293 -8.560 16.216
H -4.109 -8.075 19.251
H -4.456 -10.234 22.379
C -11.004 -16.039 19.532
Hg -5.282 -12.329 17.362
C -3.370 -15.349 20.676
H -1.005 -7.765 17.381
H -5.338 -14.724 21.292
C -3.905 -14.278 22.877
H -3.875 -14.236 11.196
C -1.719 -11.265 16.345
H -6.701 -9.077 17.060
C -0.477 -9.872 14.223
C -1.773 -7.124 16.930
C -8.583 -15.650 19.228
Si -2.580 -12.379 17.611
H -1.517 -13.688 11.704
C -8.426 -17.039 19.341
C -1.123 -10.720 21.795
H -3.933 -15.290 23.309
H -0.834 -10.222 22.737
C -4.767 -8.360 14.303
H -4.630 -13.732 23.422
H -6.534 -17.431 20.251
H 0.233 -17.253 16.301
H -3.704 -15.522 19.645
H -4.485 -7.331 14.534
H -11.869 -18.854 20.708
C -3.129 -7.678 17.299
H -2.607 -15.483 13.050
H -2.042 -12.486 12.969
C -0.221 -15.790 17.820
C -2.217 -11.570 21.775
H -9.305 -18.954 19.630
C -2.707 -12.081 20.563
H -7.043 -8.499 15.441
H -2.762 -11.812 22.700
H -4.770 -16.588 13.159
Se -7.086 -14.516 18.987
C -5.019 -9.145 15.542
C -0.424 -10.447 20.626
P -3.501 -14.188 14.915
C -1.837 -14.080 17.251
H -9.681 -13.103 19.904
H 0.045 -9.297 13.451
C -2.262 -10.042 15.856
C -1.323 -15.859 15.693
C -0.901 -14.657 18.129
H -6.094 -7.531 16.588
H -5.174 -10.240 15.282
C -4.100 -14.141 12.270
H -3.586 -17.438 14.250
H 0.516 -16.197 18.488
H -11.909 -19.175 18.952
P -3.667 -9.389 16.801
C -4.534 -16.900 14.180
H -3.679 -16.750 16.753
H -5.172 -10.244 19.719
C -7.042 -17.634 19.320
C -6.049 -10.707 20.216
H -6.752 -11.162 19.502
H -6.614 -9.962 20.730
H -5.627 -15.270 14.889
H -4.985 -14.776 12.430
H -5.655 -8.311 13.676

52
Properties=species:S:1:pos:R:3 method="wB97M-V/def2-TZVPD" charge=-2 homo_lumo_gap_ev=4.231 e_above_lowest_kcal_mol=0.00 max_force_ha_per_bohr=0.029 lumo_energy_ha=0.1478
C 2.874 0.419 -5.273
C -1.069 -0.947 -5.058
C -0.127 0.454 2.350
N 0.315 0.632 0.025
C -3.177 2.465 3.282
H 1.463 1.884 2.716
H -4.716 2.010 4.741
H -1.699 1.194 -4.936
Br 1.675 -3.327 -1.341
C 1.632 -2.926 2.760
C -1.809 0.169 -4.582
H 3.769 2.054 -2.481
H -1.445 -0.807 4.485
C 1.995 1.552 -5.283
C -3.132 0.538 4.743
C 0.797 -1.915 2.291
C 2.296 2.352 -4.137
C -1.913 0.130 4.170
H -1.321 -3.156 -4.681
H -1.489 2.671 1.947
N 0.789 1.529 2.054
H -3.594 -0.086 5.517
O 2.200 2.012 0.228
H 1.775 -3.805 2.135
H -0.294 -0.911 -5.815
C 2.081 -1.618 4.741
H 4.367 -0.254 -3.760
Ba -0.399 -1.188 -1.851
H 2.916 -3.586 4.368
H 2.564 -1.505 5.719
C -1.951 2.078 2.735
C -3.760 1.705 4.303
C 3.697 0.519 -4.111
C -2.739 -1.735 -3.665
C -0.585 0.150 0.897
C 0.654 -0.715 2.983
H 2.904 -0.357 -6.027
C -1.635 -2.132 -4.488
C 3.354 1.710 -3.421
C 1.274 -0.582 4.239
H 0.269 -2.074 1.353
C 1.231 1.452 0.705
H -3.679 3.346 2.890
H -3.434 -2.410 -3.163
C 2.272 -2.792 3.991
C -1.329 0.904 3.153
H 1.788 3.273 -3.861
O -1.621 -0.479 0.542
H 1.138 0.329 4.837
H 1.249 1.786 -6.047
C -2.825 -0.304 -3.699
H -3.594 0.295 -3.221

13
Properties=species:S:1:pos:R:3 method="wB97M-V/def2-TZVPD" homo_lumo_gap_ev=10.712 e_above_lowest_kcal_mol=146.03 max_force_ha_per_bohr=0.072 lumo_energy_ha=0.0229
H -1.545 0.011 0.175
C -0.733 0.381 -0.457
F 2.754 -1.628 2.462
C 0.672 0.150 0.010
C 0.829 -0.757 1.180
H -1.113 -0.217 -1.298
H 1.378 -0.205 -0.840
F 0.542 -0.883 3.591
N 0.926 -0.094 2.450
H -0.925 1.378 -0.723
H 1.074 1.082 0.438
H 0.585 -1.848 1.014
N 2.101 -0.500 1.856